Record 1
{"formula": "C44H44BrF4N2PS2ScSi2", "method": "ωB97M-V with the def2-TZVPD basis set", "species": ["Sc", "C", "N", "C", "C", "N", "C", "C", "C", "C", "C", "C", "C", "S", "C", "C", "C", "C", "C", "C", "S", "H", "H", "H", "H", "H", "H", "H", "H", "H", "H", "H", "H", "H", "H", "H", "H", "H", "H", "F", "C", "C", "F", "C", "F", "C", "P", "C", "C", "C", "C", "C", "C", "C", "C", "C", "C", "C", "C", "C", "Br", "C", "F", "H", "H", "H", "H", "H", "H", "H", "H", "H", "H", "C", "Si", "C", "C", "C", "C", "C", "C", "C", "Si", "C", "C", "H", "H", "H", "H", "H", "H", "H", "H", "H", "H", "H", "H", "H", "H", "H", "H"], "positions_angstrom": [[-0.14, -0.28, -0.15], [-2.04, -0.34, 1.82], [-1.09, 0.78, 1.71], [-0.16, 0.74, 2.86], [0.77, -0.47, 2.83], [1.62, -0.47, 1.63], [2.51, 0.70, 1.64], [2.43, -1.68, 1.55], [3.26, -2.01, 2.62], [4.07, -3.14, 2.58], [4.03, -3.94, 1.45], [3.21, -3.62, 0.39], [2.39, -2.48, 0.40], [1.37, -2.16, -0.99], [-1.74, 2.09, 1.61], [-3.00, 2.20, 2.21], [-3.74, 3.36, 2.15], [-3.19, 4.45, 1.50], [-1.93, 4.34, 0.94], [-1.13, 3.18, 0.96], [0.70, 1.89, -1.21], [-2.41, -0.45, 2.85], [-1.55, -1.30, 1.59], [-2.87, -0.20, 1.14], [-0.75, 0.71, 3.79], [0.41, 1.66, 2.87], [0.21, -1.41, 2.85], [1.38, -0.44, 3.74], [2.98, 0.84, 2.62], [1.97, 1.61, 1.38], [3.29, 0.56, 0.89], [3.29, -1.36, 3.49], [4.71, -3.38, 3.41], [4.65, -4.83, 1.39], [3.19, -4.25, -0.49], [-3.43, 1.34, 2.71], [-4.72, 3.40, 2.60], [-3.74, 5.38, 1.42], [-1.55, 5.24, 0.48], [-7.59, -0.39, -0.67], [-6.38, -0.74, -1.21], [-6.06, -2.11, -1.33], [-7.07, -3.00, -1.50], [-4.77, -2.51, -1.38], [-4.52, -3.83, -1.64], [-3.66, -1.63, -1.26], [-1.98, -2.17, -1.17], [-1.95, -3.55, 0.04], [-0.94, -4.51, 0.05], [-0.86, -5.45, 1.06], [-1.80, -5.44, 2.09], [-2.81, -4.50, 2.10], [-2.88, -3.56, 1.08], [-1.54, -3.00, -2.75], [-1.85, -4.32, -3.05], [-1.51, -4.85, -4.28], [-0.86, -4.07, -5.23], [-0.54, -2.75, -4.93], [-0.88, -2.22, -3.69], [-4.02, -0.25, -1.24], [-2.67, 1.08, -1.54], [-5.32, 0.17, -1.18], [-5.61, 1.49, -1.11], [-0.19, -4.51, -0.74], [-0.07, -6.18, 1.05], [-1.73, -6.18, 2.89], [-3.55, -4.49, 2.89], [-3.69, -2.83, 1.07], [-2.36, -4.94, -2.33], [-1.76, -5.88, -4.51], [-0.60, -4.49, -6.19], [-0.03, -2.13, -5.66], [-0.62, -1.20, -3.46], [0.43, 5.19, -0.70], [0.78, 3.72, 0.45], [0.99, 4.18, 2.34], [2.75, 3.80, 0.11], [3.42, 4.82, 0.80], [4.75, 5.14, 0.58], [5.48, 4.42, -0.36], [4.84, 3.43, -1.07], [3.50, 3.12, -0.86], [2.67, 1.88, -1.99], [3.62, 0.26, -2.05], [2.61, 2.56, -3.75], [1.26, 5.26, -1.41], [0.37, 6.14, -0.18], [-0.48, 5.06, -1.28], [0.87, 5.26, 2.45], [1.97, 3.92, 2.75], [0.22, 3.74, 2.95], [2.89, 5.42, 1.54], [5.21, 5.94, 1.14], [6.52, 4.65, -0.54], [5.41, 2.88, -1.83], [4.63, 0.52, -2.40], [3.18, -0.44, -2.75], [3.71, -0.25, -1.10], [3.62, 2.72, -4.15], [2.08, 3.51, -3.78], [2.10, 1.86, -4.40]], "charge": -1, "lumo_ev": [2.1186, 2.1180], "total_energy_ha": -7263.64353, "homo_lumo_gap_ev": [4.53, 5.12]}

Record 2
{"formula": "C44H44ClN7ORuSSe2Te2", "method": "ωB97M-V with the def2-TZVPD basis set", "species": ["Ru", "S", "C", "C", "C", "C", "C", "C", "N", "C", "C", "C", "C", "C", "C", "C", "H", "H", "H", "H", "H", "H", "H", "H", "Se", "Te", "Te", "Se", "C", "C", "C", "C", "C", "O", "C", "C", "C", "C", "C", "C", "Cl", "C", "C", "C", "N", "C", "N", "C", "N", "H", "H", "H", "H", "H", "H", "H", "H", "H", "H", "H", "H", "H", "H", "H", "H", "H", "H", "H", "H", "H", "H", "C", "C", "C", "C", "C", "C", "N", "C", "C", "C", "C", "C", "C", "H", "H", "H", "H", "H", "H", "H", "H", "H", "H", "N", "C", "C", "N", "C", "H", "H", "H", "H"], "positions_angstrom": [[2.27, 0.93, 1.40], [3.43, 1.48, -2.96], [1.78, 0.93, -3.00], [0.92, 0.84, -4.09], [-0.39, 0.45, -3.85], [-0.82, 0.15, -2.56], [0.04, 0.23, -1.48], [1.35, 0.63, -1.71], [2.33, 0.82, -0.73], [3.42, 1.32, -1.23], [4.42, 1.84, -0.32], [5.68, 2.25, -0.77], [6.60, 2.73, 0.13], [6.23, 2.80, 1.48], [4.98, 2.41, 1.91], [3.99, 1.92, 1.03], [1.25, 1.11, -5.08], [-1.08, 0.40, -4.68], [-1.86, -0.12, -2.39], [-0.30, 0.04, -0.47], [5.94, 2.18, -1.82], [7.58, 3.06, -0.20], [6.94, 3.18, 2.20], [4.76, 2.48, 2.97], [2.34, 1.39, 3.72], [1.38, 0.84, 6.13], [1.31, 4.03, 6.18], [2.34, 3.75, 3.89], [-3.32, -4.31, -2.54], [-2.08, -4.38, -1.64], [-1.64, -5.85, -1.55], [-0.97, -3.60, -2.36], [-2.40, -3.83, -0.22], [-3.42, -4.64, 0.39], [-2.82, -2.35, -0.20], [-4.33, -2.07, -0.28], [-4.59, -0.61, -0.56], [-5.22, -0.21, -1.73], [-5.40, 1.13, -2.03], [-4.94, 2.09, -1.13], [-5.16, 3.77, -1.50], [-4.32, 1.72, 0.05], [-4.16, 0.37, 0.33], [-1.26, -4.08, 0.79], [-0.18, -3.13, 0.81], [-0.12, -1.97, 1.47], [1.00, -1.34, 1.20], [1.61, -2.18, 0.31], [0.94, -3.28, 0.06], [-3.08, -4.74, -3.51], [-3.63, -3.28, -2.71], [-4.17, -4.87, -2.14], [-1.69, -6.31, -2.54], [-2.29, -6.42, -0.88], [-0.61, -5.93, -1.20], [-0.83, -4.03, -3.35], [-0.01, -3.67, -1.83], [-1.21, -2.55, -2.49], [-4.23, -4.54, -0.12], [-2.30, -1.81, -0.99], [-2.49, -1.90, 0.74], [-4.79, -2.36, 0.67], [-4.81, -2.65, -1.07], [-5.57, -0.96, -2.44], [-5.89, 1.44, -2.94], [-3.96, 2.47, 0.74], [-3.67, 0.10, 1.26], [-0.85, -5.07, 0.66], [-1.73, -4.05, 1.77], [-0.86, -1.67, 2.19], [2.56, -1.97, -0.15], [-2.67, 2.42, 3.55], [-2.20, 3.59, 2.95], [-1.10, 3.56, 2.11], [-0.41, 2.37, 1.83], [-0.90, 1.21, 2.44], [-2.00, 1.23, 3.29], [0.72, 2.33, 1.05], [0.74, 3.21, -0.03], [1.89, 3.94, -0.33], [1.97, 4.74, -1.46], [0.88, 4.88, -2.31], [-0.30, 4.20, -1.99], [-0.37, 3.39, -0.87], [-3.51, 2.44, 4.22], [-2.67, 4.53, 3.17], [-0.72, 4.49, 1.69], [-0.39, 0.29, 2.24], [-2.33, 0.31, 3.76], [2.74, 3.86, 0.34], [2.88, 5.28, -1.66], [0.94, 5.50, -3.19], [-1.17, 4.30, -2.63], [-1.29, 2.86, -0.65], [4.59, -2.40, 2.85], [5.41, -2.13, 1.77], [4.87, -1.04, 1.17], [3.75, -0.64, 1.85], [3.61, -1.47, 2.85], [4.72, -3.11, 3.54], [6.28, -2.72, 1.55], [5.23, -0.50, 0.31], [2.84, -1.45, 3.60]], "charge": -1, "lumo_ev": [1.8957, 1.6903], "spin_multiplicity": 2, "total_energy_ha": -8453.92535, "s_squared": 0.7649, "homo_lumo_gap_ev": [5.15, 4.86]}

Record 3
{"formula": "C44H44CsF2N10Se", "method": "ωB97M-V with the def2-TZVPD basis set", "species": ["Cs", "C", "N", "C", "C", "C", "C", "C", "N", "C", "C", "C", "C", "C", "C", "H", "H", "H", "H", "H", "H", "H", "H", "H", "H", "H", "F", "C", "C", "C", "C", "C", "F", "C", "C", "C", "C", "C", "C", "N", "H", "H", "H", "H", "H", "H", "N", "C", "N", "C", "N", "C", "C", "N", "C", "C", "N", "H", "H", "H", "H", "H", "C", "C", "C", "C", "N", "C", "Se", "N", "C", "C", "C", "C", "C", "C", "C", "C", "C", "C", "H", "H", "H", "H", "H", "H", "H", "H", "H", "H", "H", "H", "H", "H", "H", "H", "H", "H", "H", "H", "H", "H"], "positions_angstrom": [[13.62, 14.51, 14.32], [12.50, 12.97, 17.78], [13.41, 13.91, 17.14], [14.16, 14.59, 17.91], [15.12, 15.60, 17.55], [15.88, 16.32, 18.49], [16.67, 17.20, 17.77], [16.34, 16.97, 16.43], [15.41, 16.04, 16.27], [11.37, 13.70, 18.47], [11.13, 13.52, 19.82], [10.17, 14.26, 20.49], [9.40, 15.18, 19.79], [9.65, 15.39, 18.43], [10.62, 14.65, 17.78], [13.00, 12.33, 18.51], [12.09, 12.34, 17.00], [14.15, 14.45, 19.00], [15.89, 16.17, 19.55], [17.38, 17.93, 18.13], [16.75, 17.49, 15.56], [11.73, 12.80, 20.37], [10.00, 14.13, 21.55], [8.64, 15.75, 20.30], [9.06, 16.13, 17.90], [10.82, 14.80, 16.73], [7.38, 13.50, 14.47], [8.33, 13.47, 13.49], [9.66, 13.40, 13.85], [10.70, 13.42, 12.90], [10.28, 13.49, 11.54], [8.91, 13.52, 11.23], [8.45, 13.54, 9.94], [7.91, 13.53, 12.19], [11.35, 13.58, 10.49], [11.10, 13.78, 9.11], [12.16, 13.91, 8.23], [13.47, 13.86, 8.71], [13.63, 13.69, 10.07], [12.62, 13.54, 10.93], [9.88, 13.34, 14.93], [6.87, 13.54, 11.90], [10.09, 13.82, 8.73], [11.95, 14.07, 7.18], [14.32, 14.02, 8.05], [14.61, 13.66, 10.52], [18.36, 15.18, 12.77], [17.36, 14.29, 12.64], [16.22, 14.93, 12.54], [16.59, 16.23, 12.68], [17.87, 16.41, 12.80], [15.64, 17.37, 12.73], [16.10, 18.68, 12.74], [15.25, 19.70, 12.77], [13.96, 19.42, 12.82], [13.51, 18.12, 12.80], [14.36, 17.10, 12.76], [19.35, 15.02, 12.86], [17.48, 13.22, 12.61], [17.15, 18.91, 12.73], [13.25, 20.26, 12.88], [12.45, 17.89, 12.85], [9.10, 9.54, 17.82], [10.34, 8.81, 17.30], [10.45, 8.76, 15.77], [10.55, 10.15, 15.15], [10.69, 10.08, 13.72], [11.87, 10.03, 13.05], [13.53, 9.85, 13.83], [11.61, 10.09, 11.72], [12.60, 10.17, 10.67], [12.73, 8.86, 9.89], [13.35, 7.68, 10.67], [14.85, 7.78, 10.88], [10.24, 10.07, 11.53], [9.46, 10.04, 10.38], [8.09, 9.96, 10.56], [7.51, 9.94, 11.83], [8.28, 9.98, 12.97], [9.65, 10.06, 12.80], [9.05, 9.44, 18.91], [8.18, 9.11, 17.39], [9.13, 10.61, 17.59], [10.35, 7.79, 17.70], [11.23, 9.31, 17.69], [9.57, 8.21, 15.36], [11.33, 8.19, 15.48], [11.42, 10.66, 15.54], [9.67, 10.74, 15.37], [13.55, 10.45, 11.11], [12.28, 10.97, 9.99], [13.32, 9.04, 8.99], [11.72, 8.56, 9.57], [13.13, 6.76, 10.11], [12.84, 7.56, 11.64], [15.38, 7.78, 9.92], [15.23, 6.93, 11.46], [15.10, 8.70, 11.44], [9.90, 10.10, 9.40], [7.44, 9.95, 9.70], [6.43, 9.89, 11.93], [7.81, 10.00, 13.95]], "charge": -1, "lumo_ev": 1.8194, "total_energy_ha": -4872.00671, "homo_lumo_gap_ev": 5.74}